(P)
Cl2H3PSi | ωB97M-V/def2-TZVPD

Results
SMILES string ... P=[Si](Cl)Cl.[H][H]
Gap between HOMO and LUMO ... 7.36 eV
LUMO energy ... -0.81 eV

Last column: natural (NBO) charge in e.
CARTESIAN COORDINATES (ANGSTROEM)
P: 1.418 -1.505 0.021  -0.3200
Si: 0.813 -1.021 -2.095  0.9854
Cl: -0.978 -1.474 -2.789  -0.3224
Cl: 1.816 0.359 -3.106  -0.3199
H: 0.514 -2.501 0.172  -0.0226
H: -1.081 1.995 -0.740  0.0030
H: -0.651 2.467 -1.158  -0.0035

=====

(Q)
Cl2H3PSi | ωB97M-V/def2-TZVPD

Results
SMILES string ... P[SiH](Cl)Cl
Gap between HOMO and LUMO ... 10.26 eV
LUMO energy ... 0.45 eV

Last column: natural (NBO) charge in e.
CARTESIAN COORDINATES (ANGSTROEM)
P: 0.601 -0.430 0.645  -0.1275
Si: -1.059 1.063 0.186  0.9941
Cl: -1.950 1.303 2.072  -0.3713
Cl: -2.459 0.057 -0.831  -0.3757
H: 1.355 -0.115 -0.375  -0.0199
H: -0.164 -1.627 0.028  0.0519
H: -0.878 2.165 -0.715  -0.1516

=====

Q: Which of them is the most stable? A: (Q).

=====

(P)
C7H9I | ωB97M-V/def2-TZVPD

Results
SMILES string ... C=C=CCC/C=C/I
Gap between HOMO and LUMO ... 9.26 eV
LUMO energy ... 0.45 eV

Last column: natural (NBO) charge in e.
CARTESIAN COORDINATES (ANGSTROEM)
C: -0.721 -2.546 0.712  -0.5256
C: -0.841 -1.251 0.704  0.1431
C: -1.020 0.054 0.776  -0.3078
C: 0.247 0.615 1.292  -0.4239
C: 1.472 0.678 0.423  -0.4335
C: 1.002 0.438 -0.958  -0.2425
C: 0.702 -0.761 -1.415  -0.2295
I: -0.127 -1.090 -3.475  -0.0079
H: -0.329 -2.842 -0.239  0.2078
H: -0.794 -3.113 1.667  0.2459
H: -1.857 0.711 0.406  0.2500
H: -0.084 1.672 1.198  0.2125
H: 0.548 0.209 2.331  0.2320
H: 1.837 1.625 0.444  0.2164
H: 2.235 -0.100 0.706  0.2165
H: 0.901 1.368 -1.565  0.2308
H: 0.496 -1.808 -1.138  0.2156

=====

(Q)
C7H9I | ωB97M-V/def2-TZVPD

Results
Gap between HOMO and LUMO (spin up / spin down) ... 7.36 / 8.09 eV
LUMO energy (spin up / spin down) ... -0.05 / -0.02 eV

Last column: natural (NBO) charge in e.
CARTESIAN COORDINATES (ANGSTROEM)
C: 2.501 -0.275 -0.152  -0.1334
C: 1.321 -0.776 0.152  -0.2260
C: 0.296 -1.253 -0.706  -0.4398
C: -0.739 -0.152 -0.975  -0.3861
C: -0.462 0.893 0.041  -0.4014
C: -0.366 0.168 1.435  -0.4744
C: 1.084 -0.434 1.498  -0.1084
I: 2.082 -0.469 3.262  0.2586
H: 3.326 -0.207 0.553  0.1740
H: 0.616 -1.765 -1.640  0.2450
H: -0.294 -2.027 -0.069  0.2103
H: -0.740 0.326 -2.033  0.2094
H: -1.713 -0.518 -0.906  0.2025
H: 0.369 1.528 -0.183  0.2220
H: -1.333 1.594 0.108  0.2103
H: -0.419 0.923 2.224  0.2180
H: -1.150 -0.540 1.488  0.2194

=====

Q: Which of them is the most stable? A: (P).

=====

(P)
CH5N2O2 | ωB97M-V/def2-TZVPD

Results
Total charge ... -1
Gap between HOMO and LUMO (spin up / spin down) ... 6.52 / 6.51 eV
LUMO energy (spin up / spin down) ... 4.59 / 4.59 eV

Last column: natural (NBO) charge in e.
CARTESIAN COORDINATES (ANGSTROEM)
C: 0.260 -1.745 0.452  -0.3056
N: -1.314 0.552 0.070  -0.8175
N: 0.135 -0.926 1.440  -0.1174
O: 1.084 1.692 -1.015  -1.0220
O: -0.668 0.214 1.290  -0.2981
H: 0.821 -2.565 0.739  0.1567
H: -0.030 -1.528 -0.612  0.1920
H: 0.265 1.214 -0.639  0.4865
H: 0.952 1.552 -1.935  0.4374
H: -1.506 1.539 0.210  0.2880

=====

(Q)
CH5N2O2 | ωB97M-V/def2-TZVPD

Results
Total charge ... -1
Gap between HOMO and LUMO ... 7.31 eV
LUMO energy ... 4.65 eV

Last column: natural (NBO) charge in e.
CARTESIAN COORDINATES (ANGSTROEM)
C: -1.356 -0.351 0.711  -0.3003
N: 0.307 0.059 -1.142  -0.8587
N: -1.523 0.764 0.143  -0.1204
O: 2.132 0.445 0.613  -1.0284
O: -0.710 1.013 -0.844  -0.2774
H: -1.906 -0.573 1.660  0.1466
H: -0.587 -0.965 0.338  0.2052
H: 1.590 0.572 -0.229  0.5018
H: 2.018 -0.532 0.712  0.4454
H: 0.036 -0.432 -1.961  0.2862

=====

Q: Which of them is the most stable? A: (Q).

=====

(P)
C5H16NO2 | ωB97M-V/def2-TZVPD

Results
Total charge ... +2
Expectation value of S² ... 0.753
Spin multiplicity ... 2
Gap between HOMO and LUMO (spin up / spin down) ... 10.15 / 6.13 eV
LUMO energy (spin up / spin down) ... -8.23 / -12.24 eV

Last column: Löwdin spin population.
CARTESIAN COORDINATES (ANGSTROEM)
C: -0.164 0.723 -0.383  0.0045
C: -1.207 0.254 0.650  0.0026
C: -1.305 1.243 1.796  0.0758
C: 0.469 0.016 3.282  0.4843
C: -0.430 1.014 2.959  0.3275
N: 0.299 -0.330 -1.332  0.0006
H: -0.541 1.659 -0.843  0.0010
H: 0.775 0.993 0.166  0.0007
H: -0.930 -0.737 1.052  0.0000
H: -2.195 -0.088 0.266  0.0007
H: -1.107 2.286 1.405  0.0280
H: -2.327 1.485 2.141  0.0279
H: 0.790 -0.727 2.563  0.0195
H: 1.030 0.066 4.191  0.0203
H: -0.566 1.900 3.583  0.0064
H: -0.497 -0.899 -1.658  0.0001
H: 1.045 -0.898 -0.892  0.0000
H: 0.575 0.079 -2.223  0.0000
H: -1.933 -0.258 -3.664  0.0000
H: -0.700 0.319 -4.287  0.0000
O: -0.973 -0.247 -3.550  0.0000
H: 2.939 -2.323 -0.578  0.0000
H: 3.381 -2.209 -2.041  0.0000
O: 2.672 -1.956 -1.425  0.0000

=====

(Q)
C5H16NO2 | ωB97M-V/def2-TZVPD

Results
Total charge ... +2
Expectation value of S² ... 0.753
Spin multiplicity ... 2
Gap between HOMO and LUMO (spin up / spin down) ... 10.63 / 5.97 eV
LUMO energy (spin up / spin down) ... -8.04 / -12.70 eV

Last column: Löwdin spin population.
CARTESIAN COORDINATES (ANGSTROEM)
C: -0.371 -1.140 0.784  0.0346
C: 0.018 0.281 0.938  0.0592
C: 1.447 0.559 0.520  0.3851
C: 2.292 1.016 1.392  0.2954
C: 3.641 1.377 1.088  0.1044
N: -0.116 -1.718 -0.612  0.0013
H: -1.498 -1.212 1.049  0.0016
H: 0.286 -1.681 1.552  0.0003
H: -0.265 0.635 2.007  0.0006
H: -0.744 0.875 0.351  0.0194
H: 1.572 0.577 -0.519  0.0141
H: 1.957 0.891 2.441  0.0059
H: 3.946 1.209 0.034  0.0060
H: 4.438 0.774 1.665  0.0386
H: 4.026 2.265 1.088  0.0303
H: 0.827 -1.426 -1.055  0.0009
H: -0.907 -1.594 -1.269  0.0001
H: -0.230 -2.755 -0.472  0.0004
H: -3.729 0.640 -0.332  0.0000
H: -3.874 1.348 -1.700  0.0000
O: -3.255 1.032 -1.057  0.0006
H: -2.511 -0.241 -1.482  0.0000
H: -1.653 -0.652 -2.740  0.0000
O: -2.119 -1.056 -2.026  0.0011

=====

Q: Which of them is the most stable? A: (P).